No. 1
16
Properties=species:S:1:pos:R:3 method="wB97M-V/def2-TZVPD" lumo_energy_ev=1.201 gap_ev=10.4938 fmax_ha_per_bohr=0.035
H 2.029 -0.457 -0.785
C 0.882 0.922 0.827
H 0.371 1.108 -1.937
H -1.470 -1.501 0.570
H -1.543 0.017 1.485
H 0.816 -1.252 1.526
H -1.845 1.239 -0.579
C 0.170 0.603 -0.972
H 0.719 1.362 1.849
C 0.494 -0.530 0.771
C -1.065 -0.488 0.641
C -1.279 0.305 -0.666
H 0.707 -1.608 -1.157
H 1.867 1.252 0.513
H -1.810 -0.309 -1.416
C 0.958 -0.661 -0.669

No. 2
21
Properties=species:S:1:pos:R:3 method="wB97M-V/def2-TZVPD" lumo_energy_ev=0.792 gap_ev=8.6187 fmax_ha_per_bohr=0.027
H 2.243 -0.105 1.586
H 1.006 1.153 1.432
H -3.215 -0.235 0.173
C 0.535 -0.688 0.417
H 1.383 1.412 -2.445
N -1.130 0.079 0.306
N -1.619 1.359 -1.682
H 1.623 1.876 -0.740
C 0.713 -1.997 0.204
H 1.271 -2.580 0.924
H -2.312 -1.371 1.181
H 0.709 -0.217 2.482
H 0.277 -2.502 -0.646
O 0.478 0.158 -1.101
C 1.168 0.082 1.538
C -2.386 -0.320 0.882
H -2.638 0.275 1.766
C 1.559 1.038 -1.436
H 2.473 0.446 -1.423
C -0.981 0.672 -0.841
H -1.156 1.465 -2.577

These records have energy values of -6381.4965 -11439.9780 eV, in the order they appear.